[1]
Computed, not measured: a 3-piece molecular cluster, C4H13NO2 overall, with ωB97M-V/def2-TZVPD.

```
! RIJCOSX wB97M-V def2-TZVPD def2/J DEFGRID3
* xyz 0 1
O 1.62 -3.09 -1.28
O -0.64 -2.45 1.72
N -0.28 2.56 -1.40
C -1.33 2.00 -0.60
C -0.84 0.99 0.55
C 1.43 -0.06 0.26
C 0.14 0.06 -0.04
H -0.28 -0.62 -0.78
H -0.28 1.74 1.12
H 0.83 -3.09 -0.73
H 2.25 -2.66 -0.70
H 0.13 -2.70 2.22
H 1.88 0.55 1.04
H -1.74 0.54 0.92
H -1.97 2.77 -0.18
H 1.92 -0.96 -0.03
H -1.13 -1.84 2.28
H 0.56 2.72 -0.92
H -0.16 2.10 -2.28
H -2.09 1.44 -1.16
*
```

Calculated values
orbital gap	9.55	eV
electronic energy	-365.37749	Ha
SMILES	C=CCCN.O.O
highest occupied orbital energy	-9.00	eV
relative energy (zero: lowest compared OMol25 entry of this formula, charge and spin)	170.65	kJ/mol

[2]
Computed, not measured: a 2-piece molecular cluster, C4H13NO2 overall, with ωB97M-V/def2-TZVPD.

```
! RIJCOSX wB97M-V def2-TZVPD def2/J DEFGRID3
* xyz 0 1
O 1.33 0.02 1.72
O 0.90 -3.24 1.43
N -0.76 -0.16 0.70
C -1.10 1.67 -1.04
C -0.87 0.11 -0.80
C 0.32 -0.21 -1.79
C 0.16 0.61 1.44
H 0.70 -2.62 0.82
H -0.64 -1.13 0.80
H 0.96 0.44 -1.44
H 0.74 -1.28 -1.69
H -0.50 2.25 -0.37
H -1.83 -0.37 -1.09
H -0.06 -0.28 -2.78
H 1.89 0.76 2.26
H -2.11 2.30 -0.72
H -0.35 0.90 2.46
H 0.51 1.66 1.07
H -1.05 1.93 -2.09
H 1.77 -3.35 1.08
*
```

Calculated values
orbital gap	9.66	eV
electronic energy	-365.31286	Ha
SMILES	CC(C)NCO.O
highest occupied orbital energy	-9.00	eV
relative energy (zero: lowest compared OMol25 entry of this formula, charge and spin)	340.34	kJ/mol